Formula: C33H42N3
Source: the Open Molecules 2025 dataset
Level of theory: the ωB97M-V functional and the def2-TZVPD basis

Values from the calculation:
LUMO energy, eV: -3.210
Highest occupied orbital energy, eV: -8.97
Orbital gap, hartree: 0.2116
Electronic energy, eV: -39364.3266
SMILES: c1c(C(c2cc3c4c(c2)CCN4CCC3)[C@@H]2CCCCC2=[N+]2CCCC2)cc2c3c1CCCN3CC2

Geometry as ORCA input:
```
! wB97M-V def2-TZVPD RIJCOSX def2/J DEFGRID3
* xyz 1 1
C 4.955 0.168 1.253
C 4.041 0.863 0.270
C 2.765 1.486 0.844
C 2.313 0.934 2.153
N 1.129 1.390 2.569
C 0.497 2.519 1.877
C -0.780 2.848 2.646
C -0.984 1.719 3.693
C 0.223 0.775 3.601
C 2.825 -0.623 2.399
C 4.232 -0.870 2.045
H 5.786 -0.337 0.769
H 5.372 0.916 1.913
H 4.595 1.626 -0.282
H 3.695 0.083 -0.413
H 2.956 2.558 0.942
H 1.916 1.352 0.126
H 1.190 3.368 1.842
H 0.222 2.201 0.861
H -0.681 3.826 3.132
H -1.641 2.917 1.966
H -1.062 2.145 4.697
H -1.941 1.211 3.529
H -0.129 -0.227 3.298
H 0.673 0.689 4.610
H 2.199 -0.897 1.542
H 4.021 -1.724 1.395
H 4.816 -1.270 2.869
C 4.489 -4.243 9.038
C 5.189 -3.001 9.622
N 4.851 -1.851 8.858
C 5.111 -0.511 9.321
C 4.646 0.369 8.160
C 4.203 -0.589 7.088
C 3.684 -0.416 5.786
C 3.386 -1.529 4.952
C 2.557 -1.375 3.562
C 1.895 -2.699 3.179
C 1.902 -3.084 1.813
C 1.572 -4.381 1.442
C 1.247 -5.298 2.443
N 0.953 -6.502 1.901
C 0.542 -7.588 2.745
C 0.985 -7.391 4.232
C 0.744 -5.992 4.784
C 1.139 -4.954 3.802
C 1.421 -3.630 4.140
C 0.944 -6.468 0.437
C 1.398 -5.035 0.092
C 3.773 -2.786 5.464
C 4.210 -3.015 6.789
C 4.422 -1.882 7.571
C 4.480 -4.297 7.507
H 4.972 -5.143 9.440
H 3.462 -4.276 9.405
H 4.873 -2.891 10.669
H 6.274 -3.211 9.646
H 4.551 -0.332 10.240
H 6.176 -0.390 9.531
H 3.823 1.010 8.493
H 5.471 1.009 7.826
H 3.580 0.579 5.331
H 2.002 -0.501 3.833
H 2.290 -2.442 1.014
H -0.565 -7.716 2.713
H 0.977 -8.520 2.338
H 0.478 -8.155 4.838
H 2.062 -7.599 4.270
H -0.293 -5.843 5.098
H 1.350 -5.882 5.679
H 1.322 -3.394 5.205
H 1.636 -7.220 0.037
H -0.061 -6.650 0.031
H 0.641 -4.497 -0.502
H 2.330 -5.042 -0.494
H 3.811 -3.627 4.786
H 5.443 -4.701 7.186
H 3.733 -5.018 7.196
*
```